Record 1
Molecular formula: C3H8B2BrO2Pb
Method: DFT, wB97M-V/def2-TZVPD

The HOMO energy is -12.9663 eV. The gap between HOMO and LUMO is 7.1 eV. The relative energy (zero: lowest compared OMol25 entry of this formula, charge and spin) is 1.169 eV. Its charge is +1. For the strongest force on any atom, the calculation gives 1.8 eV/A. The value obtained for the electronic energy is -3085.85991 hartree.

Last column: Löwdin charge in e.
CARTESIAN COORDINATES (ANGSTROEM)
1 H -0.9846 1.0318 -1.2146  0.06
2 C -1.5498 -1.9776 -0.0098  -0.03
3 C 1.3880 0.9678 -0.8255  -0.17
4 Br 2.5949 1.9912 1.7534  0.83
5 B -0.1002 0.2179 -1.0231  -0.39
6 H 0.0325 -0.5060 -1.9716  0.10
7 C 1.2920 1.8780 0.2952  -0.83
8 H 1.5749 1.5602 -1.7620  0.16
9 O 0.3190 2.6860 0.3970  -0.32
10 H 0.2333 -1.6068 1.8991  0.13
11 H 2.1767 0.1911 -0.7049  0.13
12 B -0.4766 -0.8020 0.2759  -0.59
13 H -2.5391 -1.5532 0.3249  0.08
14 H -1.6722 -2.1354 -1.1076  0.08
15 H -1.3174 -2.9228 0.5323  0.08
16 O 0.1224 -0.6880 1.5792  -0.06
17 Pb -1.0939 1.6677 1.5621  1.74

Record 2
Molecular formula: C3H8BBrNO2
Method: DFT, wB97M-V/def2-TZVPD

The HOMO energy is -4.7943 eV. The gap between HOMO and LUMO is 8.2 eV. The relative energy (zero: lowest compared OMol25 entry of this formula, charge and spin) is 0.150 eV. Its charge is -1. For the strongest force on any atom, the calculation gives 0.9 eV/A. The value obtained for the electronic energy is -2923.19463 hartree.

Last column: Löwdin charge in e.
CARTESIAN COORDINATES (ANGSTROEM)
1 N -0.3660 -2.1141 -1.9786  -0.12
2 H 1.3395 -2.1307 0.9859  0.03
3 O 0.4809 -2.5078 -1.0070  -0.15
4 H -1.4348 2.6396 0.3456  0.06
5 H -0.1226 0.8226 1.7640  0.10
6 H -1.2822 0.3214 0.5605  0.09
7 H 0.3069 2.9103 0.5307  0.05
8 H -0.3455 2.1916 -0.9415  0.06
9 B 0.4554 -1.6791 0.2893  -0.58
10 H -0.6045 -1.8375 0.8794  0.05
11 C -0.3241 0.8145 0.6964  -0.37
12 H 0.6722 0.1862 -1.0725  0.05
13 C -0.4473 2.2329 0.1411  -0.13
14 Br 2.5097 0.5117 0.5593  0.53
15 C 0.6797 -0.0590 -0.0165  -0.65
16 O -1.5172 -2.3025 -1.7362  -0.02

Record 3
Molecular formula: C3H8BNO
Method: DFT, wB97M-V/def2-TZVPD

The HOMO energy (spin up / spin down) is -6.5974 / -6.5935 eV. The gap between HOMO and LUMO (spin up / spin down) is 5.4 / 5.4 eV. The relative energy (zero: lowest compared OMol25 entry of this formula, charge and spin) is 5.385 eV. For the strongest force on any atom, the calculation gives 4.5 eV/A. The value obtained for the electronic energy is -273.80914 hartree.

Last column: Löwdin charge in e.
CARTESIAN COORDINATES (ANGSTROEM)
1 H -1.9265 -1.3892 0.9616  0.04
2 C -1.7511 -1.1611 -0.0451  -0.05
3 H -1.1366 -1.9987 -0.4166  0.06
4 H 1.6231 0.5398 0.9872  0.18
5 C -0.9751 1.4243 0.5214  0.00
6 O 0.5643 -0.5191 -0.3922  0.00
7 H -0.1370 2.1281 0.5921  -0.03
8 N 1.6899 0.0889 0.0455  0.00
9 H 3.7804 0.1876 0.2999  0.10
10 H 3.1532 -0.5754 -1.2429  0.07
11 B -0.7938 0.0410 0.0560  -0.62
12 H -2.6470 -1.0007 -0.7066  0.08
13 H -1.9690 1.6777 0.9157  0.00
14 C 2.9611 -0.1033 -0.3478  0.17